No. 1
{
  "formula": "C8H17Br3IO4P",
  "method": "ωB97M-V/def2-TZVPD",
  "homo_energy_ev": -9.5,
  "e_lumo_ev": -0.15,
  "orbital_gap_ev": 9.3,
  "species": ["Br", "O", "C", "H", "H", "C", "H", "Br", "H", "C", "P", "C", "H", "Br", "H", "H", "C", "O", "H", "H", "C", "H", "H", "H", "C", "C", "H", "O", "H", "O", "H", "I", "H", "H"],
  "positions_angstrom": [[-4.187334, -2.766275, -6.438099], [0.549377, 0.587186, -0.534823], [1.599098, 1.445252, 3.005403], [-1.359026, 1.287094, -0.029232], [3.209052, -2.516889, 0.492623], [2.662583, 0.498274, 3.549397], [-1.318255, -0.302321, -0.802530], [-2.062443, -1.849802, -4.255833], [2.675631, -1.637996, 3.930019], [2.197413, -2.132204, 0.577618], [0.979215, 0.101757, 0.903358], [-3.726710, -1.436636, -5.129343], [1.636640, -2.440625, -0.301301], [-3.711189, 0.330742, -5.890179], [-3.039370, 0.456681, -2.199720], [-3.012405, 2.096243, -1.604461], [2.086946, -0.767779, 4.208931], [1.474359, 1.445313, 1.586103], [2.148164, -0.678021, 5.291617], [0.624732, 1.287752, 3.452330], [-1.087728, 1.354442, -2.143847], [3.358836, 0.261742, 2.748195], [3.242751, 1.033971, 4.293181], [-4.496551, -1.451903, -4.372572], [-2.600954, 1.439757, -2.371790], [-0.869505, 0.688901, -0.795872], [-0.610281, 0.774657, -2.930290], [2.313471, -0.700261, 0.629359], [1.044884, -0.934890, 3.951720], [-0.043974, -0.615743, 1.670698], [-0.661605, 2.354447, -2.087713], [2.101583, 3.503044, 3.478700], [1.734064, -2.522807, 1.476800], [-2.851468, 1.806897, -3.358445]],
  "atomic_forces_ev_per_a": [[0.0, 0.0, 0.0], [-0.2, -0.1, 0.1], [0.4, 0.6, 0.1], [0.1, 0.0, 0.2], [0.1, 0.0, 0.0], [0.0, 0.0, 0.2], [0.1, -0.2, 0.2], [0.0, 0.0, 0.0], [-0.1, -0.1, 0.0], [0.4, -0.1, -0.2], [-0.3, 0.0, -0.2], [0.0, 0.0, 0.0], [-0.1, 0.0, 0.0], [0.0, -0.1, 0.0], [-0.2, -0.1, -0.3], [-0.2, 0.1, -0.2], [0.2, 0.1, 0.1], [0.1, -0.2, 0.0], [-0.1, 0.0, 0.1], [-0.1, 0.0, 0.0], [-0.3, -0.1, 0.4], [0.0, 0.0, -0.1], [0.1, 0.0, 0.0], [0.0, 0.0, 0.0], [0.5, 0.0, 0.6], [-0.1, 0.3, -0.6], [0.2, 0.1, -0.1], [-0.1, -0.1, 0.2], [0.0, -0.1, -0.2], [0.0, -0.1, 0.0], [0.2, 0.0, -0.3], [-0.1, -0.1, 0.0], [-0.1, 0.1, 0.1], [-0.1, 0.0, -0.1]]
}



No. 2
{
  "formula": "C3H7NO2",
  "method": "ωB97M-V/def2-TZVPD",
  "homo_energy_ev": [-9.3, -9.3],
  "e_lumo_ev": [-0.21, -0.21],
  "orbital_gap_ev": [9.1, 9.1],
  "species": ["H", "H", "H", "H", "H", "N", "O", "C", "O", "H", "H", "C", "C"],
  "positions_angstrom": [[-2.040251, -0.605767, -0.315466], [-2.876750, 0.619129, 0.765209], [1.837822, -1.646390, -0.294907], [2.976700, 0.234888, 0.370215], [1.412218, 1.085194, 0.841701], [-0.041914, -0.976871, 0.170482], [-0.830668, 0.758263, 0.273974], [1.951575, 0.570532, 0.057952], [-0.945725, -1.793364, 0.218506], [1.902207, 0.924990, -1.077396], [-2.465903, 1.056513, -0.972443], [-2.065114, 0.552785, -0.094017], [1.185801, -0.779898, 0.056185]],
  "atomic_forces_ev_per_a": [[-1.1, 1.1, 0.1], [1.5, 0.1, -1.3], [-1.2, 0.6, 1.0], [-0.8, 0.9, -0.4], [0.4, 1.2, -0.4], [-2.3, 1.4, 0.6], [2.4, -0.3, 0.3], [-0.8, -2.3, -1.5], [1.5, 0.4, -0.6], [0.2, -0.1, 2.8], [0.4, 0.2, -0.4], [-3.1, -2.4, 1.4], [2.8, -0.9, -1.5]]
}



No. 3
{
  "formula": "C4H3F7O2P",
  "method": "ωB97M-V/def2-TZVPD",
  "homo_energy_ev": [-3.3, -5.3],
  "e_lumo_ev": [2.96, 0.25],
  "spin_multiplicity": 3,
  "total_charge": -1,
  "orbital_gap_ev": [6.2, 5.6],
  "species": ["H", "F", "F", "C", "C", "P", "O", "F", "O", "C", "H", "H", "F", "F", "C", "F", "F"],
  "positions_angstrom": [[-1.124305, -1.170293, -2.490276], [-1.081144, 3.296669, -2.528616], [2.161492, 1.620063, -2.130117], [-2.300410, 2.862416, -0.407615], [1.153515, 0.825341, -1.728171], [1.147020, -1.041091, -1.943969], [2.250013, -1.282228, -0.970627], [-3.321921, 3.231891, -2.622596], [1.244399, -1.384984, -3.423374], [-2.224233, 2.744603, -1.909727], [-0.770186, -2.226175, -1.017086], [-1.103344, -0.468758, -0.795633], [-2.464244, 1.630797, 0.243419], [-2.199136, 1.478678, -2.319021], [-0.588895, -1.228976, -1.465655], [-3.443214, 3.618100, -0.050200], [0.686916, 1.257165, -0.548607]],
  "atomic_forces_ev_per_a": [[0.7, -0.3, 1.7], [-2.2, -0.1, 2.0], [0.1, -0.1, 0.3], [-3.9, -1.2, 2.4], [-0.8, -0.2, -1.6], [1.2, 2.2, -1.9], [-0.3, -1.4, 0.5], [1.3, 0.5, 1.8], [-0.2, 0.0, 1.8], [1.0, -0.6, -5.1], [0.0, 0.4, -0.3], [1.2, -0.8, -0.7], [0.9, 2.9, -1.6], [0.2, -0.2, 1.1], [-2.1, -0.3, -0.5], [2.8, -1.1, -0.6], [0.0, 0.6, 0.8]]
}



No. 4
{
  "formula": "C9H4BiCl2GdN2O3",
  "method": "ωB97M-V/def2-TZVPD",
  "homo_energy_ev": [-21.4, -21.4],
  "e_lumo_ev": [-17.74, -16.11],
  "spin_multiplicity": 8,
  "total_charge": 4,
  "orbital_gap_ev": [3.6, 5.3],
  "species": ["C", "O", "C", "O", "H", "Gd", "C", "H", "N", "H", "C", "C", "C", "Bi", "C", "N", "C", "Cl", "C", "H", "O", "Cl"],
  "positions_angstrom": [[-0.270908, -2.082304, -3.878053], [0.759149, -2.273623, -3.371581], [-1.177219, -0.062242, 3.779463], [0.106145, 1.026291, -4.292317], [2.216149, -1.297969, 2.434535], [-2.353141, -1.425587, -4.731580], [1.059144, -0.834096, 4.215261], [-1.704485, -0.035340, 1.657950], [-0.647911, -0.143122, 7.252543], [-2.158509, 0.306495, 4.096833], [-0.444280, -0.252501, 6.103296], [-0.171482, -0.385476, 4.697215], [-0.779778, 0.289730, -4.424111], [0.959241, 0.041590, -0.146003], [1.598702, 2.142713, 0.886692], [0.308416, -0.530952, 1.972899], [-0.937643, -0.190704, 2.426626], [-1.029906, 1.348127, -0.765933], [1.285242, -0.922451, 2.859586], [1.854026, -1.118808, 4.908053], [1.311079, 3.138443, 1.387573], [-3.310631, -2.434612, -2.734445]],
  "atomic_forces_ev_per_a": [[7.3, -2.2, 3.3], [-5.2, 0.9, -2.5], [-0.7, 0.1, -0.6], [-4.4, -3.6, -0.7], [-0.1, 0.2, 0.2], [-4.6, -1.9, -1.2], [0.8, -0.5, 0.1], [0.3, 0.2, 0.5], [0.4, -0.2, -2.6], [0.4, -0.3, 0.0], [-0.1, 0.1, 2.1], [-0.5, 0.3, 0.4], [5.9, 6.0, 0.9], [-0.7, 0.0, 1.2], [-1.6, 4.8, 2.4], [0.0, -0.1, -0.4], [0.4, 0.2, -0.1], [0.9, -0.9, 0.2], [-0.5, 0.5, -0.3], [-0.2, 0.0, -0.2], [1.7, -4.3, -2.1], [0.6, 0.6, -0.7]]
}